Entry 1:
Here is a 2-piece molecular cluster, C32H55N6O4SSi overall at a distorted geometry from the OMol25 dataset. Energies are from wB97M-V/def2-TZVPD.

Calculated values
HOMO energy, eV: -10.48
HOMO-LUMO gap, eV: 7.45
Molecular weight, u: 647.983
DFT total energy, eV: -69908.231
Net charge: +1
ΔE to the lowest compared entry with this formula, charge and spin, kcal/mol: 0.0

Element x y z (Å)
C: -0.52 1.41 7.63
C: 1.94 0.88 6.11
H: 3.49 2.11 2.96
C: -5.57 6.68 -5.91
N: 1.37 -1.35 -3.59
H: -0.16 -0.61 8.58
H: 2.15 -5.81 0.78
C: 0.19 0.16 7.86
H: -0.58 3.35 6.51
C: 4.80 1.92 5.67
C: 2.67 -2.36 3.55
H: -6.57 6.60 -5.48
C: -2.54 -1.25 -4.13
S: -3.56 5.11 -6.46
H: -2.24 1.11 1.96
C: -3.58 3.34 -6.33
H: -1.69 1.43 -0.57
C: 3.15 1.09 3.23
H: 1.52 -4.84 -1.68
H: 3.62 -2.13 1.56
C: -4.29 -0.72 -1.19
H: -3.27 -0.78 0.73
C: -1.71 -0.68 -3.07
H: -3.02 2.70 1.36
H: 5.21 -1.12 4.57
H: -1.45 1.59 8.22
C: 4.30 -1.09 5.23
H: -2.77 -2.35 -4.07
N: 0.86 -3.54 -0.17
H: 1.18 -3.51 -3.28
H: -2.58 2.98 -6.58
C: -3.08 -0.52 -5.26
H: -3.98 1.13 1.55
H: 1.93 -3.21 3.53
H: 2.70 -3.53 -1.33
H: -4.26 -1.81 -1.46
C: -0.03 2.40 6.65
C: -1.45 0.76 -3.28
H: 1.77 -0.63 -1.56
C: -5.65 7.51 -7.18
Si: 3.51 0.63 5.07
C: -2.03 1.35 -4.46
C: 2.78 -5.25 0.05
H: -4.93 7.16 -5.17
H: -4.30 2.94 -7.03
H: 1.96 -1.02 7.31
H: 1.89 -1.56 -4.45
H: 2.80 0.00 -2.88
C: 3.80 -2.71 2.50
H: 3.19 -6.02 -0.66
O: 0.78 -3.74 1.19
C: 3.90 -4.28 2.26
C: -2.99 -0.44 -0.31
C: -2.99 1.58 1.28
H: 2.03 1.06 3.07
H: -6.23 7.00 -7.95
H: 4.91 -5.25 0.56
N: -2.81 0.80 -5.42
H: 4.81 -2.38 2.88
O: -2.80 5.65 -5.37
C: 4.04 -4.54 0.71
H: 0.08 -4.40 1.37
H: -3.69 -1.04 -6.03
C: 1.97 -4.23 -0.85
H: 1.56 2.89 5.19
H: -5.22 -0.46 -0.63
H: 3.12 -1.67 -2.34
C: -1.78 -1.29 -0.73
H: 2.10 -1.44 3.27
H: 4.51 2.90 5.18
H: -4.65 7.69 -7.60
H: 2.51 -2.40 5.74
N: -1.03 -2.11 0.11
H: -1.78 2.43 -4.61
C: 2.28 -0.93 -2.51
H: -3.83 3.07 -5.31
N: -1.18 -1.44 -1.97
C: 1.43 -0.06 7.10
H: -6.10 8.48 -6.98
C: -0.04 -2.71 -0.67
O: -5.12 5.34 -6.18
H: 4.28 -3.62 0.13
N: -0.14 -2.32 -2.00
C: 3.32 -2.31 4.98
H: -3.48 1.65 -0.84
H: -0.81 1.32 -2.56
H: -0.18 -2.65 -4.06
H: 3.94 -3.25 5.08
C: 0.59 -2.57 -3.24
H: 4.68 -1.19 6.29
C: -2.71 1.12 -0.22
H: 3.09 -4.87 2.75
H: -4.22 -0.17 -2.17
O: -3.28 5.46 -7.82
H: 4.72 1.96 6.78
C: 1.19 2.13 5.92
H: 5.82 1.61 5.32
H: 3.58 0.29 2.57
H: 4.87 -4.63 2.72

---

Entry 2:
Here is a 2-piece molecular cluster, Cl2S2 overall from the OMol25 dataset. Energies are from wB97M-V/def2-TZVPD.

Calculated values
HOMO energy (alpha / beta), eV: -7.76 / -7.75
HOMO-LUMO gap (alpha / beta), eV: 3.23 / 3.21
Molecular weight, u: 135.040
DFT total energy, eV: -46710.863
ΔE to the lowest compared entry with this formula, charge and spin, kcal/mol: 105.6

Element x y z (Å)
Cl: 1.24 0.80 1.12
S: 2.92 -0.08 0.56
Cl: -2.81 -0.18 -0.20
S: -1.35 -0.55 -1.48

---

Entry 3:
Here is an isolated molecule of C4H6N2S at a distorted geometry from the OMol25 dataset. Energies are from wB97M-V/def2-TZVPD.

Calculated values
HOMO energy, eV: -8.52
HOMO-LUMO gap, eV: 9.23
Molecular weight, u: 114.173
DFT total energy, eV: -18056.612
SMILES: C#C/N=C\CSN
ΔE to the lowest compared entry with this formula, charge and spin, kcal/mol: 100.6

Element x y z (Å)
C: -2.27 1.56 0.27
H: -2.90 2.42 0.37
S: 1.28 0.75 -0.88
N: 1.38 0.93 0.86
H: 0.78 1.60 1.13
N: -1.45 -0.81 0.15
H: 0.90 -1.58 -1.87
H: -0.57 -2.54 -0.12
C: -0.44 -1.45 -0.24
C: -1.74 0.48 0.14
C: 0.99 -1.18 -0.80
H: 2.29 1.48 1.05
H: 1.75 -1.65 -0.06

---

Entry 4:
Here is an isolated ion of composition C17H19Cl4O6 and charge -1 at a distorted geometry from the OMol25 dataset. Energies are from wB97M-V/def2-TZVPD.

Calculated values
HOMO energy, eV: -3.67
HOMO-LUMO gap, eV: 5.81
Molecular weight, u: 461.145
DFT total energy, eV: -80311.645
Net charge: -1
SMILES: CCCCC(C(=O)OCC)(C(=O)OCC)[C@@]1(Cl)C(=O)C(Cl)=C(Cl)C([O-])=C1Cl
ΔE to the lowest compared entry with this formula, charge and spin, kcal/mol: 0.0

Element x y z (Å)
H: -5.87 7.03 -0.43
H: -4.52 0.95 2.98
H: -1.10 2.83 5.10
H: -2.68 4.29 7.29
H: -6.44 5.59 -1.29
C: -3.31 4.95 1.12
H: -4.59 2.86 4.53
O: -2.85 3.72 4.59
H: -3.54 6.41 -0.69
C: -4.82 3.66 2.50
O: -2.03 5.50 3.45
C: -5.29 2.83 3.70
C: -3.00 0.04 0.46
H: -2.93 2.54 6.88
H: -1.18 4.59 5.39
H: -5.27 3.26 1.56
C: -3.32 3.85 2.21
H: -6.01 1.44 2.26
C: -6.29 0.50 4.16
Cl: -2.65 -1.32 2.72
C: -2.23 3.39 6.89
O: -3.47 1.24 -1.55
H: -7.26 0.95 4.38
C: -2.46 2.45 0.18
C: -1.71 3.64 5.51
O: -4.36 4.84 0.28
H: -5.72 0.35 5.08
Cl: -1.83 3.54 -0.94
C: -2.64 0.11 1.78
O: -1.75 1.31 3.62
C: -2.32 2.68 1.61
H: -6.26 3.27 4.01
C: -2.66 4.48 3.49
O: -2.41 5.83 0.97
H: -6.45 -0.44 3.63
C: -5.62 6.30 -1.19
Cl: -0.67 3.42 1.93
H: -5.16 4.73 2.68
C: -2.27 1.37 2.47
Cl: -3.50 -1.40 -0.32
C: -5.51 1.39 3.23
H: -1.37 3.20 7.52
C: -3.00 1.26 -0.43
H: -5.55 6.84 -2.13
C: -4.31 5.67 -0.89
H: -3.98 5.01 -1.70

---

Entry 5:
Here is C38H46BIN12O2S2Sn as an isolated structure at a distorted geometry from the OMol25 dataset. Energies are from wB97M-V/def2-TZVPD.

Calculated values
HOMO energy (alpha / beta), eV: -2.18 / -0.25
HOMO-LUMO gap (alpha / beta), eV: 5.28 / 3.35
Molecular weight, u: 1023.429
DFT total energy, eV: -98406.359
Net charge: -2
ΔE to the lowest compared entry with this formula, charge and spin, kcal/mol: 0.0

Element x y z (Å)
H: -2.08 -2.19 -1.79
H: -4.33 0.80 1.18
H: 0.00 2.52 -2.45
O: -2.05 1.02 -5.09
H: -2.27 0.10 -1.74
C: 5.85 0.49 8.36
C: 0.96 3.02 -2.62
H: 4.20 2.09 -3.49
Sn: 0.85 -0.04 -0.45
H: -4.56 0.60 -5.10
C: 1.51 -3.51 -3.78
N: -4.10 -0.01 -0.74
N: -4.00 -1.24 1.35
C: -4.48 -1.25 -1.41
H: -5.66 -0.21 0.64
C: -4.38 -2.44 0.61
B: 0.05 -4.57 1.92
H: 3.67 1.74 0.54
H: -7.75 -2.74 -4.38
C: -1.14 5.03 1.17
N: -2.03 -1.05 -0.04
H: 2.10 -4.38 -4.11
C: -2.64 0.09 -0.71
H: 7.21 0.95 9.96
C: 0.54 3.38 0.72
H: 4.84 2.38 2.64
C: 4.11 1.57 2.63
C: 1.47 -2.88 -2.58
I: -3.86 4.36 2.45
N: 1.01 -2.40 0.61
H: -2.40 -3.19 -5.00
H: -4.54 -4.41 -4.53
N: -6.88 -3.25 -4.35
H: -1.93 1.87 2.27
C: -4.58 -0.10 0.63
O: -1.09 -0.93 -6.33
C: -2.54 -1.11 1.32
H: 3.22 3.47 -4.05
N: 2.47 0.27 1.43
S: -1.81 -0.41 -5.17
H: 1.20 3.66 -1.78
N: 5.55 2.10 5.15
C: 6.88 1.22 8.96
C: 7.07 2.69 7.04
H: 2.05 -3.20 -1.71
H: 3.25 1.02 -1.30
H: 1.54 3.12 0.33
H: -1.15 -4.67 1.69
C: -4.55 -0.51 -4.95
C: -1.42 2.68 1.75
H: 2.32 0.26 -4.15
C: -1.96 3.98 1.70
H: -4.16 -1.20 -2.45
N: 4.52 0.37 6.20
H: 0.66 0.90 -4.08
N: -1.10 -0.77 -3.73
C: -5.72 -2.58 -4.55
H: -2.12 -1.97 1.82
C: 5.46 0.87 7.09
H: 7.53 3.51 6.48
H: 2.59 -0.67 4.67
C: 2.10 2.02 -2.89
C: -5.73 -1.17 -4.68
C: 3.88 0.87 3.84
C: 3.40 2.79 -3.21
N: -3.90 -2.42 -0.78
H: 0.23 -4.40 3.11
H: 1.36 -1.08 2.60
H: 1.91 1.73 -5.02
H: -1.52 6.05 1.14
H: -2.29 -0.18 1.84
N: 0.66 -1.80 -2.45
H: 3.88 -0.39 6.31
C: -4.50 -3.30 -4.66
N: -0.21 2.36 1.21
C: 1.73 1.17 -4.09
C: 6.07 1.97 6.41
H: -5.48 -2.50 0.60
C: -3.33 -2.62 -4.91
C: 7.49 2.30 8.32
C: -2.43 -2.25 -0.76
H: -3.96 -3.32 1.10
C: 2.24 1.12 -1.73
H: -6.67 -0.62 -4.56
C: 2.17 -0.34 2.61
H: -2.36 1.01 -0.20
C: 2.84 -0.09 3.78
C: 0.60 -3.34 1.15
C: 4.63 1.14 5.04
C: -0.10 -1.62 -3.63
H: 3.73 3.40 -2.36
C: 3.42 1.24 1.48
H: 0.81 5.46 0.26
H: 0.60 -5.59 1.55
S: 0.42 -2.72 -4.91
H: 8.30 2.85 8.80
H: -5.57 -1.33 -1.35
C: 0.14 4.70 0.68
H: -6.87 -4.26 -4.39
H: -1.98 -3.13 -0.29
C: -3.33 -1.22 -5.03
H: 0.85 3.64 -3.51
H: 5.36 -0.36 8.86

---

Entry 6:
Here is a 2-piece molecular cluster, C4H4N4 overall at a distorted geometry from the OMol25 dataset. Energies are from wB97M-V/def2-TZVPD.

Calculated values
HOMO energy, eV: -9.24
HOMO-LUMO gap, eV: 8.52
Molecular weight, u: 108.104
DFT total energy, eV: -10165.405
ΔE to the lowest compared entry with this formula, charge and spin, kcal/mol: 171.4

Element x y z (Å)
C: 0.19 -0.32 0.82
N: -0.39 -0.53 2.04
H: -1.17 0.12 1.84
H: 0.10 1.12 -2.46
N: 0.67 0.35 -1.38
N: -2.79 1.21 -0.72
C: -1.59 0.89 -0.58
C: 1.46 -1.15 0.31
N: 2.40 -1.54 -0.61
C: -0.31 0.10 -0.32
H: 1.25 -0.38 -1.70
H: 0.18 0.14 2.75